1.
21
Properties=species:S:1:pos:R:3:forces:R:3 method="wB97M-V/def2-TZVPD" e_lumo_ha=0.0264 e_homo_ev=-7.98 charge=0
C -0.576 1.918 -1.110 0.0 0.0 0.0
C 0.445 2.048 -0.036 0.1 0.1 -0.4
C 1.839 2.009 -0.558 0.0 0.0 0.0
C 0.469 -0.556 0.358 0.0 -0.1 0.0
C -0.840 -1.242 0.678 0.1 -0.1 -0.3
C -0.784 -2.742 0.426 0.0 -0.1 0.0
O -1.088 -0.957 2.046 -0.3 -0.1 0.1
H -0.788 2.972 -1.351 0.0 -0.1 0.0
H -1.525 1.509 -0.744 0.2 0.1 0.0
H -0.280 1.413 -2.046 0.0 0.1 0.1
H 0.379 0.485 0.736 0.1 -0.1 0.0
H 2.067 3.078 -0.692 0.0 0.0 0.0
H 2.012 1.502 -1.523 -0.1 0.1 0.1
H 2.553 1.648 0.190 -0.1 0.1 -0.1
H 1.303 -1.006 0.905 -0.1 0.0 0.0
H 0.691 -0.570 -0.715 -0.1 0.0 0.2
H -1.632 -0.798 0.049 0.1 -0.1 0.2
H 0.013 -3.185 1.033 -0.1 0.0 -0.1
H -0.586 -2.961 -0.629 0.0 0.1 0.1
H -1.733 -3.220 0.698 0.1 0.0 0.0
H -1.938 -1.344 2.284 0.1 0.0 0.0

2.
66
Properties=species:S:1:pos:R:3:forces:R:3 method="wB97M-V/def2-TZVPD" e_lumo_ha=0.0220 e_homo_ev=-8.75 charge=0
C 3.620 3.181 -3.804 0.2 -0.1 0.1
C 4.481 2.171 -3.055 -0.2 -0.1 0.0
C 3.703 1.380 -2.004 0.3 0.3 0.0
C 3.218 2.250 -0.838 0.0 -0.3 -0.1
C 2.562 1.416 0.202 0.5 -0.2 0.5
C 3.122 0.635 1.195 -0.3 0.3 -0.3
N 2.068 0.075 1.829 0.4 0.5 -0.6
C 2.067 -0.841 2.933 0.1 -0.7 0.3
C 2.725 -2.182 2.550 0.2 0.3 0.3
C 2.828 -3.123 3.754 0.0 0.0 -0.2
C 1.467 -3.814 3.730 0.0 0.1 -0.2
C 1.104 -3.821 2.237 -0.6 -0.3 0.2
C -0.386 -3.529 1.989 0.4 -0.5 -0.2
C -0.701 -3.265 0.501 0.0 0.0 0.2
C -1.329 -1.870 0.502 0.0 0.0 0.2
C -1.795 -1.720 1.952 -0.3 0.3 -0.4
C -1.897 -0.265 2.421 0.2 -0.7 0.5
N -2.784 0.476 1.576 -0.1 0.6 -0.7
C -2.456 1.260 0.524 -0.5 0.1 -0.1
C -3.670 1.683 0.021 0.8 0.1 0.2
C -3.967 2.542 -1.157 0.0 -0.4 -0.1
C -4.105 1.694 -2.426 -0.1 0.5 -0.1
C -4.439 2.547 -3.646 0.0 -0.3 0.0
C -4.585 1.701 -4.905 0.0 0.2 0.1
N -4.639 1.130 0.784 -0.5 0.3 -0.4
N -4.104 0.415 1.702 -0.1 -0.8 1.0
O -0.802 -2.384 2.717 0.2 0.2 0.1
O 1.951 -2.873 1.596 -0.1 0.2 -0.2
N 0.944 0.484 1.262 -0.6 -0.5 0.6
N 1.223 1.279 0.295 -0.1 0.4 -0.5
H 4.196 3.651 -4.598 0.0 0.1 -0.1
H 3.263 3.962 -3.138 -0.1 0.1 0.0
H 2.759 2.689 -4.250 -0.1 0.0 -0.1
H 5.314 2.688 -2.574 0.1 0.0 0.0
H 4.903 1.464 -3.774 0.1 0.0 0.0
H 2.839 0.902 -2.472 0.0 -0.1 0.0
H 4.346 0.589 -1.608 -0.1 -0.1 0.0
H 4.070 2.776 -0.399 0.0 0.1 -0.1
H 2.494 2.981 -1.195 0.0 0.1 0.1
H 4.137 0.464 1.486 0.2 -0.1 0.1
H 1.022 -1.024 3.196 0.1 0.1 0.0
H 2.601 -0.394 3.777 -0.1 0.0 -0.1
H 3.699 -1.986 2.084 -0.1 0.0 0.1
H 3.021 -2.594 4.684 0.1 0.0 0.1
H 3.626 -3.846 3.584 0.0 0.0 0.0
H 1.499 -4.820 4.141 0.0 0.0 0.0
H 0.727 -3.231 4.276 0.0 0.0 0.1
H 1.321 -4.796 1.777 -0.1 0.1 0.1
H -0.951 -4.402 2.354 0.1 0.1 0.0
H 0.211 -3.294 -0.090 0.0 0.0 -0.1
H -1.395 -4.014 0.121 0.0 0.0 0.0
H -2.148 -1.774 -0.207 0.0 0.1 0.0
H -0.576 -1.111 0.293 -0.1 0.0 0.0
H -2.766 -2.221 2.095 0.1 0.1 0.0
H -0.906 0.193 2.361 -0.3 -0.1 0.1
H -2.275 -0.237 3.446 0.0 0.1 -0.1
H -1.441 1.453 0.247 0.3 0.1 -0.1
H -4.903 3.073 -0.975 0.0 0.1 0.0
H -3.165 3.271 -1.287 -0.1 0.1 0.0
H -4.894 0.955 -2.271 0.0 -0.1 0.0
H -3.170 1.156 -2.601 0.0 -0.1 0.0
H -5.370 3.088 -3.463 0.0 0.1 0.0
H -3.649 3.288 -3.796 0.0 0.1 0.0
H -4.822 2.327 -5.763 0.0 0.0 -0.1
H -5.382 0.971 -4.782 -0.1 -0.1 0.0
H -3.661 1.166 -5.115 0.1 -0.1 -0.1

3.
19
Properties=species:S:1:pos:R:3:forces:R:3 method="wB97M-V/def2-TZVPD" e_lumo_ha=-0.1099 e_homo_ev=-13.85 charge=+1
C 0.014 1.124 -2.912 1.8 0.7 -1.8
O 0.843 -0.021 -3.104 0.7 -0.8 0.3
H 1.718 0.139 -3.513 -1.0 0.4 0.4
H -0.884 0.930 -3.485 -0.7 0.0 0.7
H 0.470 1.964 -3.458 -0.2 0.0 0.3
H -0.020 1.434 -1.869 -0.6 -0.3 0.0
C 0.317 -0.400 3.151 -0.3 -0.3 -0.8
C -0.245 -0.324 0.734 -0.2 -0.7 0.2
N 0.026 -0.916 -0.417 0.0 -0.1 -0.1
N 0.670 -0.355 1.716 -0.3 0.1 -0.5
N -1.438 0.240 0.916 0.0 0.2 0.7
H 0.931 -1.283 -0.624 0.4 -0.2 0.0
H -0.639 -1.039 -1.159 -0.1 0.4 -0.2
H 1.507 -0.850 1.436 0.0 0.2 0.4
H -1.595 0.696 1.810 -0.2 -0.2 -0.5
H -2.240 -0.009 0.352 0.3 0.2 0.0
H 0.801 0.412 3.671 0.2 -0.2 0.4
H 0.525 -1.412 3.488 0.5 0.2 0.4
H -0.762 -0.332 3.268 0.0 0.3 0.0

4.
20
Properties=species:S:1:pos:R:3:forces:R:3 method="wB97M-V/def2-TZVPD" e_lumo_ha="-0.1559 / -0.3617" multiplicity=2 e_homo_ev="-14.33 / -14.33" s_squared=0.7780 charge=+1
C 1.516 -2.283 0.842 0.9 -0.8 0.3
C 2.205 -1.396 -0.187 0.3 0.6 0.3
H 0.755 -2.918 0.389 -0.4 0.3 0.2
H 2.206 -3.025 1.272 0.1 0.3 -0.3
H 1.198 -1.739 1.725 -0.6 0.2 -0.2
H 3.043 -1.885 -0.675 -0.2 -0.3 -0.3
H 2.673 -0.514 0.267 -0.2 -0.1 0.1
H 1.512 -1.015 -0.938 0.0 -0.1 -0.1
C -0.919 1.517 -0.726 0.7 0.5 0.6
C 0.106 2.163 0.240 -0.6 -0.2 0.1
C -1.711 0.461 -0.025 -1.3 0.9 -1.0
O -1.436 -0.262 0.891 0.4 -0.5 0.3
N -3.076 0.294 -0.485 -0.1 -0.3 0.4
H -1.579 2.287 -1.138 -0.1 -0.2 0.0
H -0.376 1.085 -1.566 -0.1 -0.4 -0.1
H 0.475 1.450 0.966 0.2 -0.3 -0.1
H -0.374 2.948 0.821 0.1 0.2 -0.2
H -3.628 -0.460 -0.058 0.2 0.1 0.1
H -3.528 0.742 -1.288 0.5 0.0 -0.1
H 0.939 2.549 -0.328 0.1 0.2 0.0

5.
95
Properties=species:S:1:pos:R:3:forces:R:3 method="wB97M-V/def2-TZVPD" e_lumo_ha="-0.2409 / -0.3184" multiplicity=5 e_homo_ev="-13.21 / -14.03" s_squared=6.0709 charge=+2
Ru -0.577 0.550 -0.076 -0.1 0.0 0.0
C 3.586 5.559 3.217 0.0 0.0 0.0
C 3.931 4.059 3.244 0.0 0.0 0.0
C 5.432 3.868 2.957 0.0 0.0 0.0
C 3.626 3.509 4.637 0.0 0.0 0.0
C 3.135 3.364 2.158 0.0 0.0 0.0
C 2.235 2.339 2.450 0.0 0.0 0.0
C 1.524 1.747 1.427 -0.1 0.0 0.0
N 0.590 0.729 1.504 0.0 0.0 0.0
C 0.234 -0.032 2.609 0.0 0.1 -0.1
C 0.931 -0.196 3.779 0.0 0.0 0.0
C 0.408 -1.020 4.785 0.0 0.0 0.0
C -0.826 -1.682 4.567 0.0 0.0 0.0
C -1.557 -1.606 3.412 0.0 0.0 0.0
C -0.994 -0.778 2.381 0.0 -0.1 0.0
O -1.514 -0.681 1.204 0.0 0.1 0.0
C -2.854 -2.414 3.300 0.0 0.0 0.0
C -3.691 -2.146 2.045 0.0 0.0 0.0
C -3.741 -2.094 4.514 0.0 0.0 0.0
C -2.478 -3.906 3.315 0.0 0.0 0.0
C 1.124 -1.220 6.105 0.0 0.0 0.0
C 2.438 -0.443 6.184 0.0 0.0 0.0
C 1.420 -2.719 6.288 0.0 0.0 0.0
C 0.196 -0.734 7.235 0.0 0.0 0.0
C 1.641 2.269 0.078 0.0 0.0 0.0
O 0.801 1.816 -0.791 0.0 0.0 0.0
C 2.620 3.269 -0.251 0.0 0.0 0.0
C 3.325 3.772 0.805 0.0 0.0 0.0
C 2.842 3.714 -1.692 0.0 0.0 0.0
C 3.236 2.494 -2.543 0.0 0.0 0.0
C 3.969 4.743 -1.781 0.0 0.0 0.0
C 1.563 4.358 -2.253 0.0 0.0 0.0
H 4.151 6.070 3.997 0.0 0.0 0.0
H 2.523 5.723 3.408 0.0 0.0 0.0
H 3.839 6.025 2.265 0.0 0.0 0.0
H 6.010 4.363 3.738 0.0 0.0 0.0
H 5.730 4.302 2.003 0.0 0.0 0.0
H 5.702 2.811 2.953 0.0 0.0 0.0
H 4.217 4.052 5.373 0.0 0.0 0.0
H 3.890 2.452 4.725 0.0 0.0 0.0
H 2.574 3.635 4.906 0.0 0.0 0.0
H 2.082 2.045 3.472 0.0 0.0 0.0
H 1.895 0.260 3.918 0.0 0.0 0.0
H -1.198 -2.306 5.367 0.0 0.0 0.0
H -4.003 -1.102 1.980 0.0 0.0 0.0
H -4.597 -2.750 2.111 0.0 0.0 0.0
H -3.175 -2.418 1.127 0.0 0.0 0.0
H -4.001 -1.033 4.544 0.0 0.0 0.0
H -3.273 -2.356 5.462 0.0 0.0 0.0
H -4.668 -2.663 4.442 0.0 0.0 0.0
H -1.848 -4.162 2.462 0.0 0.0 0.0
H -3.384 -4.511 3.260 0.0 0.0 0.0
H -1.947 -4.181 4.226 0.0 0.0 0.0
H 3.152 -0.768 5.425 0.0 0.0 0.0
H 2.897 -0.618 7.156 0.0 0.0 0.0
H 2.281 0.635 6.089 0.0 0.0 0.0
H 2.066 -3.094 5.492 0.0 0.0 0.0
H 0.512 -3.321 6.306 0.0 0.0 0.0
H 1.933 -2.867 7.239 0.0 0.0 0.0
H -0.039 0.326 7.122 0.0 0.0 0.0
H 0.699 -0.869 8.192 0.0 0.0 0.0
H -0.739 -1.293 7.271 0.0 0.0 0.0
H 4.064 4.535 0.616 0.0 0.0 0.0
H 4.150 2.034 -2.164 0.0 0.0 0.0
H 3.426 2.818 -3.566 0.0 0.0 0.0
H 2.451 1.741 -2.572 0.0 0.0 0.0
H 4.917 4.345 -1.413 0.0 0.0 0.0
H 3.735 5.660 -1.236 0.0 0.0 0.0
H 4.114 5.015 -2.826 0.0 0.0 0.0
H 0.750 3.639 -2.341 0.0 0.0 0.0
H 1.768 4.750 -3.250 0.0 0.0 0.0
H 1.241 5.197 -1.631 0.0 0.0 0.0
S -2.600 -0.648 -4.066 0.0 0.0 -0.1
C -1.961 -0.199 -2.727 0.0 0.1 0.1
N -1.472 0.155 -1.682 0.0 -0.1 -0.1
C -1.905 3.609 -0.633 0.0 0.0 0.0
P -2.132 2.150 0.386 0.1 0.0 0.1
C -3.789 1.524 0.096 0.0 0.0 0.0
C -1.961 2.585 2.114 0.0 0.0 0.0
C -2.626 1.834 3.086 0.0 0.0 0.0
C -2.438 2.123 4.428 0.0 0.0 0.0
C -1.590 3.157 4.803 0.0 0.0 0.0
C -0.927 3.904 3.839 0.0 0.0 0.0
C -1.105 3.620 2.494 0.0 0.0 0.0
H -0.908 4.026 -0.509 0.0 0.0 0.0
H -2.655 4.353 -0.359 0.0 0.0 0.0
H -2.033 3.327 -1.679 0.0 0.0 0.0
H -4.516 2.221 0.517 0.0 0.0 0.0
H -3.909 0.540 0.546 0.0 0.0 0.0
H -3.944 1.439 -0.979 0.0 0.0 0.0
H -3.294 1.030 2.802 0.0 0.0 0.0
H -2.965 1.551 5.180 0.0 0.0 0.0
H -1.457 3.390 5.851 0.0 0.0 0.0
H -0.280 4.720 4.134 0.0 0.0 0.0
H -0.584 4.214 1.753 0.0 0.0 0.0

6.
31
Properties=species:S:1:pos:R:3:forces:R:3 method="wB97M-V/def2-TZVPD" e_lumo_ha=0.1095 e_homo_ev=-7.41 charge=-1
N -0.194 0.189 0.519 -0.3 -0.8 -2.4
O 0.160 0.971 1.341 -0.1 3.2 1.1
O 0.111 -0.975 0.701 -0.6 -1.7 -1.1
O -0.813 0.546 -0.601 1.0 -0.8 2.3
O -0.568 0.406 4.137 1.0 -0.2 -2.5
H -0.456 0.796 3.207 -0.4 -0.2 2.0
H -0.138 -0.456 3.896 -0.8 0.6 0.7
O 2.386 -2.338 0.709 1.9 -0.8 -4.3
H 1.757 -1.780 0.259 -0.5 0.4 0.5
H 2.237 -2.380 1.592 -1.1 0.3 3.8
O 2.845 2.219 1.370 3.8 0.8 -1.8
H 3.255 2.017 0.463 -1.6 0.2 2.2
H 1.974 1.921 1.435 -2.2 -1.0 -0.4
O -3.128 2.035 -1.201 0.3 -1.7 0.2
H -3.997 1.673 -0.956 0.4 0.2 -0.1
H -2.514 1.246 -1.077 -0.9 1.6 0.1
O -0.214 -2.240 3.091 0.4 -0.3 4.9
H -0.338 -2.232 2.203 -0.3 0.1 -4.4
H 0.617 -2.666 3.303 0.0 -0.1 -0.3
O -0.681 0.065 -3.369 1.6 -3.4 3.5
H -0.852 0.363 -2.450 0.1 -0.3 -0.3
H -1.048 0.697 -3.863 -2.2 3.9 -3.3
O -1.998 -2.043 -0.933 0.1 -0.5 -0.7
H -1.707 -2.570 -1.709 -0.1 0.9 0.8
H -1.415 -1.259 -0.836 -0.3 -0.7 -0.4
O 1.646 -0.607 -2.308 1.5 -0.5 0.8
H 0.857 -0.324 -2.731 -1.1 0.9 -1.1
H 1.355 -1.450 -1.969 0.2 -0.5 0.3
O -0.056 3.018 -1.394 4.5 0.1 -2.3
H -0.008 2.167 -0.938 -0.6 -0.1 0.2
H 0.923 2.982 -1.880 -3.9 0.4 1.8

7.
8
Properties=species:S:1:pos:R:3:forces:R:3 method="wB97M-V/def2-TZVPD" e_lumo_ha=-0.2406 e_homo_ev=-17.51 charge=+1
F -1.105 -1.475 0.125 0.3 0.8 1.6
N -0.501 -0.548 0.954 -0.4 -0.8 0.6
C 0.320 0.265 0.314 -0.4 -0.2 0.3
F 1.096 1.063 0.933 -0.6 -0.2 0.3
N 0.543 0.227 -1.044 -1.2 -0.6 -1.2
F 0.938 1.430 -1.542 -0.6 -1.0 0.4
F -0.559 -0.259 -1.777 1.9 1.5 0.8
H -0.732 -0.704 2.036 0.9 0.6 -2.9

8.
128
Properties=species:S:1:pos:R:3:forces:R:3 method="wB97M-V/def2-TZVPD" e_lumo_ha=-0.0967 e_homo_ev=-11.68 charge=+1
C 1.816 0.115 0.650 0.0 -0.1 -0.1
O 1.969 -1.180 0.105 0.0 0.0 0.2
C 0.767 -1.698 -0.431 0.0 0.0 0.0
C 0.605 -1.323 -1.906 0.0 -0.1 0.1
C -0.836 -1.435 -2.414 0.0 0.0 0.0
C -1.626 -0.117 -2.447 0.2 0.0 -0.1
C -1.568 0.712 -1.160 0.0 -0.2 0.3
N -1.158 2.163 -1.415 0.1 -0.1 0.0
C -1.940 3.104 -0.526 -0.2 0.3 -0.3
C -2.977 2.256 0.209 0.2 0.0 -0.1
C -2.849 0.795 -0.280 0.2 -0.1 0.0
C -4.117 0.312 -0.980 -0.3 0.1 0.0
C -4.365 -1.191 -0.906 0.0 -0.1 -0.1
O -5.159 -1.658 -1.975 0.1 -0.1 0.0
H 2.794 0.469 0.959 0.0 0.0 -0.1
H 1.423 0.815 -0.104 0.0 0.0 0.0
H 1.154 0.092 1.522 0.0 0.1 0.0
H 0.811 -2.783 -0.320 0.0 0.0 -0.1
H -0.089 -1.363 0.174 0.0 0.0 0.0
H 0.997 -0.309 -2.049 0.0 0.0 -0.1
H 1.253 -1.991 -2.474 0.0 0.1 -0.1
H -0.834 -1.811 -3.437 0.0 -0.1 0.0
H -1.379 -2.188 -1.833 0.0 0.0 0.0
H -2.662 -0.318 -2.707 0.1 0.0 -0.1
H -1.235 0.475 -3.284 0.0 0.0 0.1
H -0.749 0.342 -0.548 -0.1 0.1 0.1
H -1.265 2.402 -2.399 -0.1 0.0 0.0
H -0.163 2.248 -1.208 0.0 0.0 -0.1
H -2.422 3.825 -1.182 0.1 0.0 0.0
H -1.256 3.676 0.094 0.0 -0.2 0.1
H -2.849 2.329 1.288 0.0 0.0 0.0
H -3.967 2.631 -0.043 0.0 0.0 0.2
H -2.638 0.158 0.584 -0.2 0.0 0.0
H -4.115 0.599 -2.037 0.0 0.1 0.1
H -4.974 0.818 -0.529 0.0 0.0 0.0
H -4.819 -1.446 0.060 0.1 0.0 0.0
H -3.421 -1.743 -0.968 0.0 0.0 0.0
H -5.905 -1.060 -2.138 -0.1 0.1 0.1
C 5.390 -1.845 2.591 0.1 0.1 0.0
C 4.182 -2.002 3.490 0.0 0.0 -0.1
O 3.006 -1.523 2.837 0.0 0.0 0.1
H 5.451 -0.801 2.279 0.2 0.0 -0.1
H 6.320 -2.112 3.094 0.0 0.0 0.1
H 5.308 -2.463 1.694 -0.1 0.0 0.0
H 4.280 -1.380 4.380 0.0 -0.1 0.0
H 4.060 -3.038 3.822 -0.1 0.0 0.0
H 2.871 -2.023 2.023 0.0 0.1 -0.1
C -7.030 2.828 -3.658 0.0 -0.1 -0.1
C -7.074 1.700 -2.648 0.1 0.0 0.1
O -6.843 0.422 -3.237 0.0 0.1 0.2
H -7.798 2.686 -4.418 0.0 0.0 0.0
H -7.199 3.788 -3.170 0.0 0.0 0.0
H -6.058 2.858 -4.154 0.0 0.0 0.0
H -8.046 1.658 -2.158 0.0 -0.1 -0.1
H -6.328 1.869 -1.862 0.0 0.1 0.0
H -6.004 0.487 -3.715 0.0 0.1 -0.2
C -3.736 5.226 2.852 0.0 0.0 -0.1
C -2.278 5.316 2.456 0.0 0.1 0.0
O -2.105 5.664 1.076 -0.1 -0.1 0.0
H -4.267 4.497 2.237 0.0 0.0 0.0
H -3.828 4.935 3.899 0.0 0.0 0.0
H -4.230 6.193 2.732 0.0 0.0 0.0
H -1.784 4.349 2.573 0.0 0.0 0.0
H -1.762 6.035 3.097 0.0 0.0 0.0
H -2.503 6.530 0.937 0.0 0.0 0.0
C -3.196 -1.518 -5.574 0.0 0.1 -0.1
C -4.477 -0.863 -5.115 0.0 -0.4 0.0
O -4.249 0.475 -4.631 0.0 0.1 0.1
H -2.468 -1.540 -4.764 0.0 0.0 0.0
H -3.369 -2.548 -5.881 0.0 0.0 0.0
H -2.764 -0.970 -6.416 0.0 0.0 0.0
H -4.899 -1.408 -4.267 0.1 0.1 -0.1
H -5.223 -0.853 -5.914 0.0 0.1 0.0
H -3.880 0.992 -5.354 -0.1 0.0 0.0
C -1.210 9.601 4.688 0.0 0.0 0.0
C -1.555 8.614 5.784 0.0 0.0 0.0
O -1.306 7.261 5.403 0.1 0.0 -0.1
H -1.774 9.380 3.781 0.0 0.0 0.0
H -1.442 10.620 5.000 0.0 0.0 0.0
H -0.145 9.560 4.447 0.0 0.0 0.0
H -2.619 8.652 6.018 0.0 0.0 0.0
H -1.008 8.855 6.701 0.0 0.0 0.0
H -0.364 7.176 5.220 0.0 0.0 0.0
C 5.861 1.564 4.309 -0.1 0.0 -0.1
C 4.794 2.362 3.589 -0.1 0.0 0.0
O 4.422 1.763 2.344 -0.1 -0.1 0.1
H 6.769 1.482 3.711 0.0 0.0 0.0
H 6.111 2.011 5.270 0.0 0.0 0.0
H 5.486 0.558 4.506 0.1 0.0 0.1
H 5.133 3.370 3.351 0.0 0.0 0.0
H 3.905 2.452 4.224 0.0 0.1 0.0
H 4.114 0.871 2.549 0.0 0.0 0.0
C 4.053 -2.799 -2.367 0.0 0.0 0.0
C 5.557 -3.003 -2.360 0.0 0.0 0.0
O 5.959 -4.131 -3.123 0.0 0.0 0.0
H 3.551 -3.694 -1.995 0.0 0.0 0.0
H 3.770 -1.953 -1.738 0.0 0.0 0.0
H 3.697 -2.607 -3.383 0.0 0.0 0.0
H 5.907 -3.205 -1.348 0.0 0.0 0.0
H 6.065 -2.098 -2.708 0.0 0.0 0.0
H 5.706 -3.992 -4.041 0.0 0.0 0.0
C 8.770 -0.025 8.727 0.0 0.0 0.0
C 7.684 0.695 7.954 0.0 0.0 0.0
O 7.365 0.048 6.724 0.0 -0.1 0.1
H 9.673 -0.113 8.124 0.0 0.0 0.0
H 9.013 0.514 9.643 0.0 0.0 0.0
H 8.446 -1.031 9.007 0.0 0.0 0.0
H 8.013 1.695 7.671 0.0 0.0 0.0
H 6.785 0.805 8.571 0.0 0.0 0.0
H 7.063 -0.843 6.928 0.0 0.0 0.0
C -2.323 -7.024 -4.879 -0.1 0.0 0.0
C -1.779 -5.655 -5.229 0.0 0.0 0.0
O -2.629 -4.611 -4.750 0.1 0.0 0.1
H -3.321 -7.144 -5.302 0.0 0.0 0.0
H -1.682 -7.818 -5.266 0.0 0.0 0.0
H -2.385 -7.137 -3.796 0.0 -0.1 0.0
H -1.723 -5.516 -6.308 0.0 0.0 0.0
H -0.771 -5.523 -4.822 0.0 0.0 -0.1
H -2.707 -4.717 -3.795 -0.1 0.0 0.0
C 1.419 -7.503 -2.992 0.0 0.0 0.0
C 0.606 -6.455 -2.258 0.0 -0.1 0.0
O -0.640 -6.966 -1.792 0.1 0.1 0.0
H 0.851 -7.898 -3.835 0.0 0.0 0.0
H 2.354 -7.083 -3.365 0.0 0.0 0.0
H 1.666 -8.335 -2.329 0.0 0.0 0.0
H 0.357 -5.631 -2.928 0.0 0.0 0.0
H 1.180 -6.046 -1.419 0.0 0.0 0.0
H -0.448 -7.693 -1.191 -0.1 0.0 0.0

For the records above, the corresponding strongest force on any atom values read 0.4; 1.3; 2.6; 1.9; 0.1; 5.5; 3.1; 0.5 eV Å⁻¹.